This record from the OMol25 dataset describes a cluster of 2 separate species, C10H21NO3S in total at a distorted geometry. The level of theory is wB97M-V/def2-TZVPD.

Largest force on an atom = 4.74 eV Å⁻¹
LUMO energy = 0.02814 Eh
ΔE to the lowest compared entry with this formula, charge and spin = 0.882 eV

Structure (XYZ):
```
36
Properties=species:S:1:pos:R:3:nbo_charge:R:1
C 1.031 0.997 -1.082 0.438
C 0.924 1.628 -2.404 -0.708
C -4.591 -2.046 0.798 -0.606
C 0.956 -2.481 0.581 -0.630
C 3.073 -1.082 0.785 -0.611
C 1.209 3.822 0.853 -0.707
C 1.466 -0.526 -0.957 -0.450
C -4.305 -0.542 0.806 -0.607
C 1.603 -1.050 0.429 -0.234
C 0.274 2.745 0.339 0.687
N 0.855 1.576 0.028 -0.526
O -2.427 0.769 -0.253 -0.904
O -1.844 -1.402 0.839 -0.974
O -0.923 2.912 0.143 -0.616
S -2.522 -0.169 1.160 1.480
H 0.399 2.483 -2.175 0.233
H 0.224 1.185 -3.112 0.247
H 1.860 1.708 -2.843 0.239
H -3.825 -2.580 0.124 0.231
H -4.621 -2.486 1.712 0.203
H -5.495 -2.207 0.317 0.211
H 1.036 -2.973 -0.350 0.194
H 1.242 -2.972 1.439 0.206
H -0.122 -2.243 0.529 0.267
H 3.420 -2.026 0.494 0.205
H 3.735 -0.249 0.524 0.204
H 3.164 -1.115 1.876 0.205
H 0.695 4.343 1.671 0.242
H 2.046 3.197 1.111 0.228
H 1.523 4.534 0.154 0.238
H 2.390 -0.572 -1.581 0.213
H 0.802 -1.102 -1.602 0.228
H -4.917 -0.042 1.515 0.214
H -4.552 -0.178 -0.163 0.239
H 1.034 -0.289 1.086 0.223
H -1.612 1.248 -0.276 0.498
```



This record from the OMol25 dataset describes a cluster of 2 separate species, C10H22 in total at a distorted geometry. The level of theory is wB97M-V/def2-TZVPD.

Largest force on an atom = 4.54 eV Å⁻¹
Structure (SMILES) = C1CCCC1.CCCCC
LUMO energy = 0.03726 Eh
ΔE to the lowest compared entry with this formula, charge and spin = 2.818 eV

Structure (XYZ):
```
32
Properties=species:S:1:pos:R:3:nbo_charge:R:1
C 1.951 0.722 -0.196 -0.407
C 1.237 -0.586 -0.028 -0.430
C 2.364 -1.592 -0.139 -0.405
C 3.622 -0.786 0.437 -0.411
C 3.490 0.590 -0.122 -0.406
H 1.715 1.175 -1.229 0.195
H 1.654 1.435 0.490 0.203
H 0.288 -0.798 -0.627 0.224
H 0.987 -0.521 1.087 0.199
H 2.584 -1.925 -1.201 0.198
H 2.414 -2.570 0.426 0.216
H 4.554 -1.255 0.183 0.214
H 3.502 -0.742 1.593 0.196
H 3.867 0.797 -1.254 0.200
H 3.823 1.504 0.493 0.215
C -3.479 -2.028 -0.199 -0.621
C -3.382 -0.592 0.367 -0.398
C -2.256 0.226 -0.365 -0.394
C -2.061 1.501 0.393 -0.385
C -0.953 2.427 -0.148 -0.613
H -4.046 -2.084 -1.207 0.214
H -2.348 -2.284 -0.330 0.202
H -3.911 -2.878 0.539 0.215
H -3.001 -0.545 1.430 0.192
H -4.282 -0.006 0.341 0.199
H -1.378 -0.319 -0.404 0.196
H -2.703 0.543 -1.368 0.191
H -1.864 1.213 1.496 0.185
H -3.085 2.023 0.397 0.195
H -1.238 2.787 -1.063 0.200
H -0.712 3.270 0.598 0.207
H -0.016 1.880 -0.400 0.213
```



This record from the OMol25 dataset describes a structure of composition C10H22AlINO2V at a distorted geometry. The level of theory is wB97M-V/def2-TZVPD.

Largest force on an atom = 1.19 eV Å⁻¹
LUMO energy = -0.36990 Eh
Charge = +2

Structure (XYZ):
```
38
Properties=species:S:1:pos:R:3:nbo_charge:R:1
C 4.503 -1.072 -1.312 -0.603
C 3.118 -0.365 -1.269 -0.483
C 2.691 -0.050 0.131 -0.587
I 2.201 -1.489 1.451 0.806
Al 0.649 0.509 0.543 1.336
C 0.548 1.876 2.028 -0.835
N -0.059 1.304 3.248 -0.816
C 0.053 1.049 -1.337 -0.684
C -1.390 1.502 -1.082 -0.440
C -2.448 0.718 -1.894 -0.414
C -3.201 -0.217 -0.974 -0.077
O -2.317 -1.300 -0.640 -0.547
C -2.417 -1.819 0.623 0.818
C -2.086 -3.277 0.653 -0.731
O -2.702 -1.128 1.570 -0.602
H 5.174 -0.537 -1.978 0.252
H 4.978 -1.113 -0.333 0.214
H 4.398 -2.084 -1.696 0.245
H 2.375 -0.989 -1.765 0.237
H 3.179 0.582 -1.806 0.254
H 3.287 0.725 0.613 0.256
H -0.148 -0.794 1.077 -0.215
H 1.583 2.246 2.234 0.202
H -0.106 2.680 1.572 0.153
H -0.879 0.754 2.994 0.400
H -0.465 2.016 3.867 0.331
H 0.189 0.197 -1.998 0.254
H 0.728 1.859 -1.616 0.244
H -1.430 2.577 -1.271 0.244
H -1.679 1.380 -0.028 0.208
H -3.138 1.406 -2.379 0.250
H -1.942 0.114 -2.649 0.224
H -4.107 -0.619 -1.429 0.215
H -3.490 0.309 -0.063 0.201
H -2.993 -3.846 0.443 0.277
H -1.364 -3.522 -0.124 0.239
H -1.695 -3.547 1.630 0.241
V 0.398 3.964 2.966 0.932
```



This record from the OMol25 dataset describes a structure of composition C10H22BNO at a distorted geometry. The level of theory is wB97M-V/def2-TZVPD.

Largest force on an atom = 3.66 eV Å⁻¹
LUMO energy = 0.03054 Eh
ΔE to the lowest compared entry with this formula, charge and spin = 3.974 eV

Structure (XYZ):
```
35
Properties=species:S:1:pos:R:3:nbo_charge:R:1
B 1.038 -0.420 1.390 1.201
C -1.642 1.521 1.499 -0.293
C -2.234 0.525 1.244 0.055
C 2.036 2.752 0.651 -0.648
C 4.208 -0.242 0.909 -0.621
C -2.631 -1.917 1.597 -0.604
C -1.942 -1.216 -0.567 -0.593
C -4.238 -0.579 0.180 -0.595
C 1.438 1.562 -0.080 -0.204
C 3.042 -0.319 -0.051 -0.207
C -2.755 -0.729 0.635 -0.175
N 1.792 0.257 0.387 -0.776
O 0.532 -1.046 2.272 -0.846
H -3.355 2.093 -1.663 -0.010
H -2.653 2.157 -1.279 0.009
H -1.426 2.411 2.045 0.238
H 1.992 2.409 1.741 0.216
H 3.228 2.717 0.674 0.207
H 1.621 3.780 0.437 0.236
H 5.095 -0.896 0.545 0.223
H 4.506 0.851 1.069 0.204
H 3.848 -0.622 1.912 0.212
H -2.629 -2.899 1.121 0.208
H -3.508 -2.079 2.291 0.204
H -1.726 -1.877 2.180 0.250
H -2.585 -1.414 -1.427 0.220
H -1.188 -0.462 -0.919 0.212
H -1.241 -2.019 -0.215 0.227
H -4.477 -1.324 -0.548 0.213
H -4.300 0.309 -0.531 0.210
H -5.004 -0.338 0.946 0.225
H 0.342 1.558 -0.058 0.223
H 1.728 1.624 -1.233 0.181
H 3.422 0.297 -0.874 0.200
H 2.944 -1.428 -0.436 0.196
```



This record from the OMol25 dataset describes a cluster of 2 separate species, C10H22BrIN3O5P2S in total at a distorted geometry. The level of theory is wB97M-V/def2-TZVPD.

Largest force on an atom = 2.66 eV Å⁻¹
LUMO energy = -0.11052 Eh
Charge = +1

Structure (XYZ):
```
45
Properties=species:S:1:pos:R:3:nbo_charge:R:1
N 1.436 1.046 0.127 -1.175
P 0.598 0.045 -0.995 1.252
O 1.634 -0.112 -2.311 -0.972
C -0.856 1.032 -1.726 -0.551
P -0.182 2.044 -3.201 1.063
O -1.361 3.170 -3.620 -0.972
Br 1.558 3.299 -2.491 -0.226
C -1.941 0.010 -2.207 -0.273
N -2.965 -0.307 -1.216 -0.608
C -3.651 0.883 -0.645 -0.065
C -5.140 0.837 -1.100 -0.525
C -5.928 2.030 -0.513 0.480
O -6.380 2.844 -1.207 -0.480
I -6.194 2.287 1.631 0.026
C -2.935 2.225 -0.973 -0.271
N -1.473 2.007 -0.744 -0.530
H 2.140 1.615 -0.352 0.379
H 1.964 0.395 0.724 0.432
H 2.489 0.288 -2.072 0.505
H -1.159 3.997 -3.141 0.493
H -1.403 -0.941 -2.416 0.256
H -2.377 0.313 -3.185 0.225
H -2.593 -0.833 -0.429 0.383
H -3.658 0.765 0.465 0.216
H -5.545 -0.129 -0.733 0.265
H -5.232 0.819 -2.205 0.250
H -3.189 2.501 -2.011 0.257
H -3.273 3.013 -0.270 0.252
H -1.351 1.654 0.217 0.442
H -0.966 2.894 -0.840 0.441
C 3.929 -3.942 2.572 -0.407
C 4.803 -2.948 3.345 -0.402
C 4.762 -1.616 2.588 -0.677
S 3.186 -1.574 1.737 2.158
O 3.426 -1.595 0.311 -0.951
O 2.336 -0.573 2.348 -0.955
C 2.639 -3.194 2.249 -0.672
H 3.733 -4.844 3.150 0.238
H 4.432 -4.235 1.647 0.221
H 4.398 -2.813 4.350 0.215
H 5.826 -3.308 3.450 0.238
H 4.828 -0.765 3.264 0.260
H 5.550 -1.556 1.838 0.255
H 2.060 -3.658 1.452 0.261
H 2.022 -3.071 3.139 0.247
```



This record from the OMol25 dataset describes a structure of composition C10H22ClGaNO3. The level of theory is wB97M-V/def2-TZVPD.

Largest force on an atom = 0.42 eV Å⁻¹
LUMO energy = 0.08793 Eh
Charge = -1

Structure (XYZ):
```
38
Properties=species:S:1:pos:R:3:nbo_charge:R:1
N 1.637 -5.864 -1.316 -1.323
Ga 0.169 -4.594 -1.464 1.020
C -1.486 -5.713 -2.142 -0.945
C -2.667 -4.988 -1.767 0.613
O -3.225 -4.040 -2.218 -0.572
Cl -3.374 -5.615 -0.152 -0.257
H 1.620 -6.509 -2.103 0.335
H 2.498 -5.336 -1.447 0.340
H 0.439 -3.472 -2.577 -0.343
H -0.224 -3.984 -0.034 -0.345
H -1.408 -5.737 -3.230 0.236
H -1.450 -6.705 -1.703 0.239
C -0.646 0.807 -0.409 -0.434
C -0.622 1.703 -1.647 -0.430
C 0.547 1.101 -2.420 -0.061
O 0.561 -0.282 -2.116 -0.528
C -0.309 -0.555 -1.012 -0.070
H -1.605 0.807 0.109 0.210
H 0.120 1.126 0.300 0.211
H -1.549 1.595 -2.215 0.198
H -0.479 2.760 -1.420 0.200
H 1.494 1.562 -2.106 0.147
H 0.455 1.221 -3.502 0.172
H -1.211 -1.064 -1.363 0.181
H 0.194 -1.223 -0.315 0.203
C 1.400 4.955 2.764 -0.430
C 0.572 4.419 3.933 -0.430
C -0.311 3.393 3.231 -0.065
O 0.462 2.882 2.150 -0.533
C 1.619 3.687 1.945 -0.066
H 2.335 5.424 3.068 0.212
H 0.820 5.683 2.192 0.200
H 1.220 3.929 4.662 0.201
H -0.005 5.186 4.449 0.212
H -1.222 3.859 2.840 0.163
H -0.601 2.560 3.873 0.187
H 2.507 3.145 2.288 0.165
H 1.725 3.874 0.876 0.185
```



Calculated HOMO in order - -9.22, -10.50, -14.72, -9.43, -11.82, -4.54 eV
Calculated HOMO-LUMO gap in order - 9.99, 11.52, 4.65, 10.27, 8.81, 6.93 eV